Here is a cluster of 12 separate species, C66H138Cl12N6O6 in total in a non-equilibrium geometry from OMol25. Energies are from ωB97M-V/def2-TZVPD.

```
228
Properties=species:S:1:pos:R:3:mulliken_charge:R:1
C -5.560 3.462 0.064 -1.528
C -5.027 2.640 -1.096 1.616
C -5.176 1.071 -0.804 -2.093
C -5.636 3.035 -2.453 -1.186
C -5.154 4.295 -3.096 -0.764
C -3.629 4.304 -3.263 -0.526
C -3.008 3.989 -1.911 1.218
C -1.569 3.698 -2.107 -2.026
C -2.956 5.308 -1.024 -1.711
N -3.574 2.804 -1.309 0.112
O -2.878 2.683 -0.105 1.484
H -6.596 3.255 0.272 0.527
H -5.038 3.324 1.071 -0.006
H -5.500 4.491 -0.057 0.463
H -4.800 0.919 0.145 0.452
H -6.262 0.837 -0.799 0.445
H -4.579 0.630 -1.561 0.349
H -5.443 2.198 -3.151 0.259
H -6.728 2.966 -2.316 0.404
H -5.579 4.410 -4.118 0.481
H -5.398 5.144 -2.430 0.296
H -3.283 5.283 -3.689 0.410
H -3.492 3.494 -4.035 -0.009
H -1.531 2.732 -2.582 0.093
H -1.099 3.583 -1.133 0.025
H -0.990 4.363 -2.726 0.734
H -3.892 5.763 -0.774 0.385
H -2.360 6.028 -1.632 0.412
H -2.463 5.218 -0.129 0.117
H -2.751 1.752 -0.041 -0.910
C 4.596 -0.364 5.415 -1.565
C 4.506 0.998 4.693 1.832
C 5.362 0.875 3.430 -2.274
C 2.975 1.103 4.366 -0.051
C 2.605 2.535 3.974 0.567
C 3.203 3.650 4.891 -2.184
C 4.661 3.528 5.198 1.386
C 5.443 4.025 3.967 -1.506
C 4.965 4.447 6.430 -1.806
N 4.859 2.090 5.592 0.461
O 6.161 1.897 6.176 -0.530
H 5.568 -0.614 5.744 0.515
H 3.926 -0.241 6.333 0.128
H 4.286 -1.173 4.776 0.385
H 6.412 0.941 3.756 0.363
H 5.221 -0.082 2.982 0.598
H 5.156 1.592 2.654 0.291
H 2.737 0.480 3.491 0.219
H 2.275 0.803 5.195 -0.458
H 2.717 2.714 2.882 -0.260
H 1.535 2.635 4.099 0.259
H 2.724 3.566 5.806 0.484
H 2.949 4.618 4.502 0.519
H 6.450 3.646 3.997 0.270
H 5.504 5.093 4.084 0.589
H 4.964 3.783 3.008 0.115
H 6.020 4.694 6.521 0.390
H 4.576 3.959 7.388 0.342
H 4.393 5.351 6.406 0.469
H 6.822 2.483 5.765 0.374
C -1.402 -2.873 7.155 -2.163
C -0.392 -1.839 6.590 2.042
C 0.399 -2.571 5.479 -1.540
C -1.082 -0.630 6.004 0.270
C -1.396 0.439 7.012 -1.452
C -0.206 0.847 7.906 -0.759
C 0.305 -0.408 8.585 0.899
C 1.674 -0.157 9.266 -1.535
C -0.681 -0.880 9.681 -1.431
N 0.606 -1.443 7.605 0.623
O 1.164 -2.587 8.198 -0.502
H -2.066 -2.468 7.892 0.381
H -1.921 -3.317 6.327 0.512
H -0.905 -3.713 7.624 0.477
H 0.987 -3.355 5.969 0.587
H -0.344 -3.046 4.786 0.308
H 1.162 -2.009 4.910 -0.081
H -0.365 -0.140 5.364 -0.860
H -1.973 -0.964 5.466 0.628
H -1.882 1.277 6.570 0.444
H -2.247 0.187 7.641 0.599
H -0.530 1.558 8.633 0.469
H 0.617 1.251 7.286 -0.061
H 2.008 -1.064 9.811 0.363
H 1.396 0.643 10.010 0.421
H 2.439 0.204 8.580 0.129
H -0.471 -0.245 10.536 0.521
H -0.474 -1.925 9.890 0.192
H -1.744 -0.734 9.378 0.291
H 0.459 -2.828 8.893 0.357
C 1.289 5.891 -1.575 -2.218
C 2.406 5.002 -2.106 2.213
C 3.170 4.509 -0.869 -2.564
C 1.926 3.790 -2.947 0.717
C 3.002 3.312 -3.851 -0.149
C 3.488 4.386 -4.778 -1.511
C 4.179 5.482 -3.991 1.752
C 5.614 5.028 -3.427 -1.956
C 4.542 6.626 -4.971 -1.804
N 3.226 5.924 -2.921 0.093
O 3.868 6.925 -2.171 -0.461
H 1.711 6.827 -1.250 0.528
H 0.705 6.168 -2.393 0.557
H 0.752 5.394 -0.768 0.317
H 4.006 3.856 -1.154 0.258
H 3.539 5.366 -0.293 0.648
H 2.527 3.910 -0.326 0.614
H 1.753 2.995 -2.149 -0.822
H 1.035 4.058 -3.532 0.281
H 3.845 2.925 -3.308 0.308
H 2.633 2.422 -4.361 -0.055
H 2.632 4.848 -5.371 0.220
H 4.110 4.007 -5.622 0.540
H 6.041 5.847 -2.824 0.546
H 6.341 4.902 -4.220 0.448
H 5.667 4.151 -2.784 0.268
H 4.754 6.263 -6.042 0.310
H 5.446 7.178 -4.677 0.358
H 3.746 7.377 -5.005 0.434
H 4.599 6.464 -1.681 0.330
C -2.326 -1.050 -1.964 -1.755
C -1.287 -0.886 -0.806 2.400
C -0.951 -2.380 -0.554 -2.151
C -0.006 -0.083 -1.218 -0.065
C 0.926 0.141 0.023 -0.207
C 0.124 0.848 1.106 -0.230
C -1.089 -0.012 1.576 2.118
C -0.541 -1.246 2.406 -1.049
C -1.964 0.863 2.544 -0.523
N -1.913 -0.283 0.419 1.614
O -2.975 -1.149 0.829 -0.719
H -2.503 -0.108 -2.403 -0.069
H -1.877 -1.722 -2.788 0.019
H -3.256 -1.397 -1.611 0.723
H -1.792 -3.085 -0.427 0.483
H -0.348 -2.823 -1.368 0.248
H -0.286 -2.434 0.266 0.344
H 0.448 -0.690 -2.058 0.262
H -0.154 0.976 -1.607 -0.945
H 1.489 -0.772 0.374 0.288
H 1.823 0.852 -0.216 0.397
H -0.279 1.801 0.883 -0.007
H 0.666 0.962 2.054 -0.974
H -1.238 -2.015 2.642 0.753
H -0.174 -0.865 3.321 -1.018
H 0.394 -1.721 2.035 0.148
H -2.751 0.289 3.066 0.385
H -2.508 1.562 1.884 -0.574
H -1.194 1.383 3.168 0.071
H -2.441 -1.793 1.260 0.304
C -2.093 -4.354 -7.734 -1.847
C -3.310 -4.427 -6.772 1.285
C -4.114 -3.136 -6.942 -0.993
C -4.076 -5.716 -7.176 -1.050
C -5.106 -6.029 -6.105 -0.843
C -4.488 -6.064 -4.764 -1.380
C -3.703 -4.813 -4.299 2.063
C -4.768 -3.669 -4.019 -1.586
C -3.005 -5.184 -3.064 -1.318
N -2.791 -4.610 -5.404 0.347
O -2.022 -3.432 -5.051 -0.271
H -1.430 -3.497 -7.532 0.138
H -1.543 -5.232 -7.808 0.401
H -2.546 -4.134 -8.675 0.546
H -3.492 -2.212 -6.876 -0.196
H -4.404 -3.105 -8.071 0.461
H -5.044 -3.046 -6.387 0.334
H -4.537 -5.498 -8.131 0.491
H -3.297 -6.536 -7.181 0.284
H -5.785 -5.191 -6.026 0.310
H -5.792 -6.846 -6.255 0.448
H -3.900 -6.973 -4.692 0.333
H -5.318 -6.209 -4.060 0.488
H -5.574 -3.699 -4.802 0.211
H -4.240 -2.691 -4.160 0.272
H -5.132 -3.716 -3.023 0.576
H -2.407 -4.382 -2.718 -0.113
H -2.293 -6.053 -3.164 -0.101
H -3.823 -5.467 -2.336 0.448
H -1.126 -3.659 -4.770 0.213
Cl -4.475 -7.033 0.707 -0.221
C -3.186 -8.428 0.603 -0.438
C -2.062 -7.832 -0.141 -0.073
Cl -1.178 -6.552 0.728 -0.109
H -3.628 -9.279 0.075 0.333
H -2.894 -8.686 1.674 0.330
H -2.517 -7.483 -1.127 -0.009
H -1.352 -8.613 -0.423 0.219
Cl 0.756 0.837 -4.867 0.040
C -0.188 0.035 -6.120 -0.805
C -1.635 0.386 -6.065 0.408
Cl -1.808 2.105 -6.430 -0.180
H -0.141 -1.007 -5.977 0.170
H 0.266 0.231 -7.115 0.385
H -1.978 0.176 -5.044 -0.251
H -2.203 -0.216 -6.819 0.123
Cl -4.000 4.470 4.827 -0.221
C -2.269 4.639 4.376 -0.206
C -2.077 4.535 2.894 0.239
Cl -0.445 4.893 2.362 -0.116
H -1.750 3.842 4.869 -0.022
H -1.826 5.568 4.770 0.426
H -2.709 5.248 2.341 0.452
H -2.318 3.525 2.683 -0.506
Cl 4.972 -6.759 1.066 -0.211
C 5.241 -5.280 -0.001 -0.492
C 4.062 -4.362 -0.039 -0.163
Cl 2.647 -4.980 -0.937 -0.021
H 5.458 -5.740 -0.969 0.322
H 6.015 -4.737 0.510 0.361
H 4.240 -3.275 -0.347 -0.132
H 3.675 -4.312 0.998 0.332
Cl 0.873 -8.653 -2.437 -0.196
C 1.344 -7.581 -3.819 -0.244
C 0.310 -7.453 -4.946 -0.053
Cl 0.916 -6.190 -6.049 -0.180
H 2.254 -7.961 -4.267 0.388
H 1.556 -6.525 -3.420 0.040
H -0.659 -7.208 -4.611 -0.141
H 0.207 -8.383 -5.462 0.394
Cl 6.152 -2.376 -3.556 -0.212
C 4.821 -1.287 -3.947 -0.375
C 3.623 -1.494 -3.076 0.156
Cl 3.883 -0.992 -1.410 -0.106
H 4.568 -1.437 -4.997 0.388
H 5.154 -0.284 -3.773 0.191
H 3.314 -2.549 -3.030 0.310
H 2.827 -0.875 -3.512 -0.320
```

Calculated values
SMILES	CC1(C)CCCC(C)(C)N1O.CC1(C)CCCC(C)(C)N1O.CC1(C)CCCC(C)(C)N1O.CC1(C)CCCC(C)(C)N1O.CC1(C)CCCC(C)(C)N1O.CC1(C)CCCC(C)(C)N1O.ClCCCl.ClCCCl.ClCCCl.ClCCCl.ClCCCl.ClCCCl
electronic energy	-242165.85635	eV
E_LUMO	0.052	eV
HOMO-LUMO gap	8.192	eV
net charge	0